Here is a structure of composition C36H52Cl3N6O5RuS from OMol25. Energies are from ωB97M-V with the def2-TZVPD basis set.

Calculated values
Gap between HOMO and LUMO (alpha / beta): 8.87 / 5.63 eV
E_tot: -108322.846 eV
Charge: +2
ΔE to the lowest compared entry with this formula, charge and spin: 0.000 eV
2S+1: 6

Atoms and positions in Å:
Ru: 0.828 2.066 0.764
C: 1.923 1.263 -3.128
C: 2.476 2.341 -2.204
C: 3.857 1.944 -1.593
C: 4.177 0.655 -0.769
C: 5.523 0.868 -0.088
C: 4.180 -0.625 -1.588
N: 3.106 0.552 0.320
C: 3.237 -0.248 1.578
C: 1.887 -0.402 2.313
N: 1.122 0.852 2.557
C: 1.805 1.720 3.554
C: 1.261 3.140 3.496
O: 1.470 3.932 4.367
O: 0.535 3.368 2.405
C: -0.381 0.587 2.855
C: -0.851 1.089 4.212
C: -1.393 0.905 1.683
C: -2.033 2.252 1.144
C: -2.638 3.094 2.261
C: -3.132 1.836 0.178
N: -1.010 3.126 0.405
C: -1.055 3.604 -1.004
C: 0.097 3.065 -1.890
N: 1.440 2.951 -1.240
C: 1.949 4.267 -0.762
C: 3.001 4.090 0.332
O: 3.885 4.879 0.489
O: 2.817 2.989 1.060
H: 2.747 0.894 -3.740
H: 1.178 1.655 -3.820
H: 1.496 0.416 -2.596
H: 2.741 3.186 -2.848
H: 4.271 2.791 -1.050
H: 4.501 1.860 -2.472
H: 6.282 1.059 -0.846
H: 5.832 -0.019 0.467
H: 5.501 1.729 0.584
H: 4.900 -0.533 -2.402
H: 3.206 -0.852 -2.022
H: 4.495 -1.474 -0.977
H: 3.074 1.574 0.630
H: 2.247 0.263 -0.169
H: 3.986 0.242 2.196
H: 3.603 -1.248 1.347
H: 2.099 -0.899 3.264
H: 1.240 -1.063 1.741
H: 2.864 1.775 3.307
H: 1.717 1.318 4.561
H: -0.445 -0.502 2.888
H: -0.794 2.167 4.335
H: -0.304 0.613 5.025
H: -1.897 0.801 4.325
H: -2.272 0.341 2.005
H: -1.065 0.327 0.812
H: -3.332 2.492 2.849
H: -3.201 3.928 1.836
H: -1.871 3.493 2.923
H: -3.867 1.232 0.705
H: -2.759 1.239 -0.657
H: -3.655 2.710 -0.215
H: -0.833 3.918 1.017
H: -1.044 4.691 -0.982
H: -1.983 3.315 -1.493
H: 0.157 3.693 -2.785
H: -0.166 2.062 -2.218
H: 1.130 4.845 -0.328
H: 2.366 4.854 -1.582
Cl: -6.120 -0.231 2.607
C: -5.153 -1.120 1.484
C: -5.603 -1.326 0.188
C: -4.807 -2.038 -0.692
C: -3.557 -2.533 -0.321
C: -2.785 -3.374 -1.317
C: -2.021 -2.531 -2.353
N: -0.825 -1.951 -1.736
C: 0.256 -2.679 -1.309
C: 1.058 -1.798 -0.655
N: 0.502 -0.529 -0.686
C: -0.631 -0.678 -1.358
O: -3.660 -4.208 -2.027
C: -3.411 -5.615 -1.860
C: -1.979 -5.990 -2.119
C: -1.362 -5.904 -3.332
Cl: -2.081 -5.400 -4.804
S: 0.285 -6.371 -3.280
C: 0.177 -6.706 -1.604
C: -1.070 -6.459 -1.122
C: -3.130 -2.274 0.977
Cl: -1.560 -2.810 1.533
C: -3.921 -1.596 1.893
H: -6.573 -0.954 -0.112
H: -5.175 -2.252 -1.689
H: -2.039 -3.961 -0.779
H: -2.639 -1.723 -2.743
H: -1.713 -3.164 -3.182
H: 0.337 -3.744 -1.486
H: 2.009 -2.013 -0.193
H: -1.349 0.095 -1.580
H: -4.078 -6.102 -2.567
H: -3.694 -5.924 -0.850
H: 1.031 -7.102 -1.074
H: -1.358 -6.628 -0.091
H: -3.589 -1.460 2.915

=====

Here is a cluster of 3 separate species, C9H20NO4 in total from OMol25. Energies are from ωB97M-V with the def2-TZVPD basis set.

Calculated values
Gap between HOMO and LUMO: 5.01 eV
E_tot: -19335.136 eV
Charge: -1

Atoms and positions in Å:
C: 0.789 2.573 -1.598
C: -0.543 1.965 -2.149
O: -1.706 2.391 -1.437
C: -0.466 0.413 -2.303
C: -0.145 -0.327 -0.960
N: 0.703 -1.598 -1.299
C: 1.840 -1.336 -1.012
O: 2.917 -0.866 -1.062
H: 1.613 1.906 -1.942
H: 0.738 2.532 -0.490
H: 0.944 3.625 -1.914
H: -0.664 2.367 -3.187
H: -1.664 2.061 -0.525
H: -1.455 0.062 -2.695
H: 0.283 0.210 -3.117
H: 0.564 0.286 -0.322
C: 2.669 0.928 2.873
C: 1.757 1.975 2.261
O: 0.671 1.357 1.586
H: 3.053 0.260 2.099
H: 3.513 1.394 3.387
H: 2.121 0.309 3.589
H: 2.302 2.576 1.532
H: 1.360 2.645 3.035
H: 0.184 0.832 2.232
C: -2.751 -2.385 0.630
C: -2.299 -3.830 0.574
O: -1.968 -4.193 -0.762
H: -3.620 -2.228 -0.015
H: -3.014 -2.094 1.651
H: -1.957 -1.724 0.266
H: -3.094 -4.498 0.914
H: -1.421 -3.986 1.210
H: -1.256 -3.603 -1.053

=====

Here is a structure of composition C25H50N6O2PdSSi4Te from OMol25. Energies are from ωB97M-V with the def2-TZVPD basis set.

Calculated values
Gap between HOMO and LUMO: 4.82 eV
E_tot: -92893.641 eV
Charge: -2
ΔE to the lowest compared entry with this formula, charge and spin: 2.307 eV

Atoms and positions in Å:
Pd: 0.167 -1.679 -0.924
N: -2.876 -3.821 3.161
C: -2.219 -3.801 1.908
C: -2.527 -2.826 0.965
C: -1.861 -2.795 -0.268
C: -0.893 -3.780 -0.518
C: -0.545 -4.709 0.442
C: -1.225 -4.742 1.652
S: -0.121 -3.890 -2.129
O: -0.836 -2.977 -3.006
O: -0.305 -5.289 -2.515
N: 1.430 -3.663 -1.848
C: 1.971 -2.461 -2.016
N: 1.584 -1.646 -3.052
C: 2.339 -0.615 -3.321
C: 3.497 -0.285 -2.619
C: 3.818 -1.162 -1.599
N: 3.129 -2.243 -1.318
H: -3.798 -3.409 3.124
H: -2.905 -4.748 3.561
H: -3.305 -2.104 1.196
H: -2.255 -2.201 -1.098
H: 0.236 -5.415 0.203
H: -0.994 -5.484 2.403
H: 2.027 -0.016 -4.174
H: 4.084 0.593 -2.850
H: 4.708 -1.003 -0.988
C: -0.356 -2.456 4.871
C: 0.432 -1.362 4.142
N: 1.719 -1.789 3.644
C: 2.849 -1.680 4.526
C: 3.192 -2.977 5.277
C: 1.861 -2.207 2.320
C: 3.245 -2.307 1.757
N: 0.916 -2.493 1.534
H: -1.298 -2.058 5.243
H: 0.208 -2.842 5.719
H: -0.580 -3.267 4.184
H: 0.588 -0.517 4.825
H: -0.156 -0.998 3.295
H: 2.651 -0.888 5.258
H: 3.729 -1.382 3.952
H: 2.418 -3.242 5.994
H: 4.134 -2.858 5.813
H: 3.305 -3.796 4.572
H: 3.853 -3.057 2.262
H: 3.739 -1.338 1.803
H: 3.125 -2.568 0.699
H: -0.029 -2.423 1.907
C: -1.794 -0.011 -3.395
Si: -2.409 1.317 -2.192
C: -3.576 0.558 -0.876
C: -3.549 2.548 -3.131
Si: -0.476 2.237 -1.237
Te: 0.796 0.576 0.053
Si: -1.087 3.920 0.324
C: -2.135 3.217 1.775
C: 0.468 4.666 1.166
C: -2.102 5.483 -0.182
Si: 0.634 3.386 -3.009
C: -0.240 5.043 -3.470
C: 0.817 2.582 -4.747
C: 2.408 3.937 -2.518
H: -2.547 -0.725 -3.726
H: -0.996 -0.599 -2.899
H: -1.349 0.439 -4.281
H: -4.371 -0.053 -1.300
H: -4.043 1.329 -0.267
H: -2.992 -0.071 -0.213
H: -4.466 2.088 -3.488
H: -3.035 2.971 -3.987
H: -3.825 3.369 -2.477
H: -1.733 2.251 2.059
H: -3.169 3.069 1.476
H: -2.137 3.854 2.658
H: 1.142 3.855 1.423
H: 0.253 5.229 2.072
H: 0.996 5.329 0.487
H: -2.996 5.201 -0.731
H: -1.516 6.128 -0.829
H: -2.415 6.076 0.675
H: -1.270 4.862 -3.764
H: 0.254 5.557 -4.292
H: -0.258 5.718 -2.619
H: -0.151 2.460 -5.228
H: 1.250 1.594 -4.655
H: 1.452 3.154 -5.424
H: 2.364 4.658 -1.707
H: 2.967 4.388 -3.335
H: 2.973 3.086 -2.155